{"formula": "C4H12", "method": "ωB97M-V/def2-TZVPD", "smiles": "CC.CC", "total_charge": 0, "gap_ha": 0.447, "relative_energy_kj_mol": 79.1, "elements": ["C", "C", "H", "H", "H", "H", "H", "H", "C", "C", "H", "H", "H", "H", "H", "H"], "coordinates": [[2.1159, 1.5841, -1.1144], [0.9741, 1.5161, -0.0647], [1.6827, 2.1197, -1.9627], [2.8241, 2.3163, -0.7286], [2.6026, 0.6670, -1.4079], [1.2734, 1.8666, 0.9112], [0.4231, 0.5617, -0.0636], [0.0577, 1.9321, -0.5091], [-1.1519, -1.3183, 1.2274], [-1.9129, -1.7760, -0.0340], [-1.0853, -2.1551, 1.9352], [-0.0802, -1.1809, 1.0947], [-1.6630, -0.4621, 1.6470], [-2.0438, -1.0514, -0.8292], [-2.9335, -2.0301, 0.2722], [-1.4526, -2.7074, -0.3534]], "forces_ev_per_a": [[-1.016, 1.513, 0.562], [-1.135, -1.389, -1.750], [0.306, -0.517, -0.402], [0.479, -0.316, -0.051], [0.023, -0.218, 0.061], [-0.442, 0.018, 0.195], [1.305, -0.589, 0.782], [0.519, 1.583, 0.545], [0.082, -0.853, -0.358], [-0.124, -0.556, 1.132], [-0.792, 0.205, 0.140], [-0.082, 0.757, -0.499], [0.342, 0.212, 0.433], [0.525, 0.147, -0.146], [0.065, -0.063, -0.028], [-0.055, 0.068, -0.615]], "nbo_charge": [-0.618, -0.638, 0.205, 0.204, 0.209, 0.213, 0.214, 0.212, -0.612, -0.608, 0.204, 0.206, 0.205, 0.204, 0.201, 0.203]}

{"formula": "C57H51BrCl5NiOP2Si", "method": "ωB97M-V/def2-TZVPD", "total_charge": -1, "gap_ha": 0.251, "elements": ["Ni", "C", "Si", "C", "C", "C", "C", "C", "C", "P", "C", "C", "C", "C", "C", "C", "C", "C", "C", "C", "C", "C", "C", "C", "C", "C", "C", "C", "P", "C", "C", "C", "C", "C", "C", "C", "C", "C", "C", "C", "C", "H", "H", "H", "H", "H", "H", "H", "H", "H", "H", "H", "H", "H", "H", "H", "H", "H", "H", "H", "H", "H", "H", "H", "H", "H", "H", "H", "H", "H", "H", "H", "C", "C", "C", "C", "C", "C", "C", "Br", "C", "O", "C", "C", "C", "C", "C", "C", "H", "H", "H", "H", "H", "H", "H", "H", "H", "H", "H", "H", "H", "H", "H", "H", "H", "H", "H", "H", "Cl", "C", "C", "C", "Cl", "C", "Cl", "C", "Cl", "C", "Cl"], "coordinates": [[-1.3726, -0.5865, 0.1999], [-3.7339, -2.3348, 2.1117], [-1.8999, -2.0171, 1.7700], [-1.1211, -3.7823, 1.7807], [-1.9505, -4.8973, 1.9414], [-1.4400, -6.1801, 2.0769], [-0.0687, -6.3877, 2.0777], [0.7773, -5.3025, 1.9201], [0.2660, -4.0167, 1.7515], [1.3836, -2.5867, 1.5048], [2.4159, -3.0191, 0.0564], [3.3264, -2.0453, -0.3605], [4.1060, -2.2361, -1.4889], [3.9656, -3.3937, -2.2428], [3.0487, -4.3571, -1.8529], [2.2832, -4.1751, -0.7080], [2.5701, -2.8405, 2.8887], [3.9395, -3.0413, 2.7338], [4.7766, -3.1115, 3.8413], [4.2598, -2.9821, 5.1207], [2.8943, -2.7857, 5.2867], [2.0615, -2.7123, 4.1828], [-1.2389, -1.3375, 3.4337], [-1.4879, -1.9201, 4.6793], [-0.9655, -1.3734, 5.8412], [-0.1852, -0.2227, 5.7794], [0.0635, 0.3756, 4.5555], [-0.4484, -0.1910, 3.3878], [-0.3401, 0.5782, 1.7321], [1.4143, 1.0059, 1.4356], [2.4568, 0.6685, 2.2946], [3.7622, 1.0347, 1.9923], [4.0382, 1.7411, 0.8293], [3.0036, 2.0723, -0.0360], [1.7002, 1.7064, 0.2639], [-1.0458, 2.2085, 2.1688], [-0.2754, 3.3244, 2.4773], [-0.8832, 4.5007, 2.8972], [-2.2625, 4.5719, 3.0135], [-3.0372, 3.4596, 2.7101], [-2.4312, 2.2860, 2.2934], [-3.8844, -2.8526, 3.0625], [-4.2713, -1.3871, 2.1584], [-4.1871, -2.9306, 1.3163], [-3.0246, -4.7680, 1.9619], [-2.1162, -7.0189, 2.1941], [0.3378, -7.3845, 2.1984], [1.8520, -5.4509, 1.9248], [3.4073, -1.1167, 0.1943], [4.7997, -1.4635, -1.7970], [4.5543, -3.5341, -3.1406], [2.9164, -5.2534, -2.4462], [1.5678, -4.9340, -0.4219], [4.3607, -3.1490, 1.7427], [5.8386, -3.2717, 3.6982], [4.9138, -3.0335, 5.9824], [2.4737, -2.6806, 6.2796], [1.0014, -2.5508, 4.3256], [-2.0952, -2.8177, 4.7393], [-1.1673, -1.8380, 6.7994], [0.2149, 0.2132, 6.6867], [0.6355, 1.2957, 4.5111], [2.2648, 0.0950, 3.1920], [4.5631, 0.7515, 2.6645], [5.0572, 2.0228, 0.5936], [3.2045, 2.6094, -0.9548], [0.8947, 1.9607, -0.4136], [0.8023, 3.2873, 2.3814], [-0.2725, 5.3657, 3.1254], [-2.7350, 5.4931, 3.3313], [-4.1161, 3.5078, 2.7900], [-3.0344, 1.4186, 2.0550], [1.9022, 4.3308, -5.4972], [1.1844, 2.9991, -5.7605], [0.1344, 3.2067, -6.8615], [2.2199, 1.9965, -6.2704], [0.5028, 2.5149, -4.4835], [0.7560, 1.2847, -3.9041], [0.0929, 0.9185, -2.7469], [0.4595, -0.7938, -2.0197], [-0.8490, 1.7092, -2.0532], [-1.3815, 1.3381, -0.9347], [-1.1208, 2.9745, -2.6837], [-0.4459, 3.3185, -3.8437], [-2.1244, 3.9443, -2.0543], [-2.3695, 5.1921, -2.9082], [-1.5839, 4.4045, -0.6957], [-3.4761, 3.2499, -1.8559], [2.4072, 4.6804, -6.4025], [2.6477, 4.2128, -4.7083], [1.2019, 5.1053, -5.1816], [0.6053, 3.5635, -7.7825], [-0.6151, 3.9389, -6.5574], [-0.3827, 2.2697, -7.0758], [2.6994, 2.3884, -7.1707], [1.7591, 1.0402, -6.5248], [2.9970, 1.8134, -5.5255], [1.4638, 0.5877, -4.3313], [-0.6683, 4.2769, -4.2925], [-1.4683, 5.7999, -3.0194], [-3.1242, 5.8099, -2.4156], [-2.7426, 4.9375, -3.9030], [-0.6329, 4.9306, -0.8195], [-1.4266, 3.5459, -0.0471], [-2.2918, 5.0831, -0.2107], [-3.8934, 2.9392, -2.8176], [-4.1835, 3.9389, -1.3835], [-3.3622, 2.3717, -1.2291], [-0.9179, -3.7214, -1.3114], [-2.4090, -2.8596, -1.5462], [-2.6218, -1.6572, -0.8691], [-3.8849, -1.0930, -1.0795], [-4.3277, 0.3366, -0.1957], [-4.8373, -1.6237, -1.9448], [-6.3626, -0.8479, -2.1823], [-4.5583, -2.8037, -2.6256], [-5.7173, -3.4840, -3.7087], [-3.3390, -3.4332, -2.4131], [-2.9968, -4.9175, -3.2279]], "forces_ev_per_a": [[-0.280, 0.480, -0.416], [0.020, 0.039, -0.042], [0.121, -0.212, 0.030], [-0.003, 0.007, 0.121], [0.046, 0.048, 0.009], [0.009, -0.023, 0.006], [-0.026, -0.034, -0.020], [-0.013, 0.077, 0.023], [-0.013, -0.010, 0.081], [-0.019, 0.085, 0.059], [-0.083, -0.043, -0.084], [-0.026, 0.027, 0.010], [-0.002, 0.018, 0.007], [0.003, 0.000, 0.002], [0.002, -0.009, -0.010], [0.038, 0.030, 0.007], [0.079, 0.000, -0.044], [-0.023, -0.027, -0.014], [0.016, -0.005, 0.003], [0.002, 0.000, 0.006], [-0.001, 0.003, 0.008], [0.025, 0.000, 0.020], [0.010, -0.063, -0.031], [-0.017, 0.011, 0.030], [-0.024, -0.036, -0.009], [0.017, 0.032, -0.019], [0.011, 0.008, 0.022], [0.012, 0.070, 0.047], [0.240, -0.153, 0.044], [-0.024, -0.001, 0.075], [-0.013, -0.053, -0.026], [0.020, -0.017, -0.010], [-0.009, -0.023, 0.005], [-0.009, -0.011, -0.028], [-0.020, 0.002, 0.004], [-0.057, 0.004, -0.014], [-0.011, 0.011, -0.008], [0.007, 0.011, -0.010], [-0.004, -0.001, -0.019], [0.001, -0.015, -0.001], [-0.016, 0.012, -0.021], [0.021, -0.022, -0.004], [-0.010, 0.033, -0.012], [-0.037, 0.019, -0.007], [-0.024, 0.012, -0.005], [0.000, -0.002, -0.009], [0.000, 0.000, 0.004], [0.002, -0.004, 0.020], [-0.010, 0.031, 0.013], [-0.001, -0.002, -0.002], [0.003, -0.002, 0.001], [0.001, -0.003, 0.001], [-0.010, -0.010, -0.019], [0.009, 0.009, 0.000], [0.000, 0.002, -0.001], [0.001, -0.002, 0.001], [-0.003, 0.000, 0.003], [-0.065, 0.016, 0.017], [0.011, -0.006, 0.002], [-0.001, -0.001, 0.000], [0.001, 0.002, -0.001], [0.016, -0.002, 0.001], [-0.022, -0.009, 0.018], [0.004, 0.006, 0.000], [0.003, 0.002, 0.000], [0.005, -0.001, -0.002], [0.023, 0.015, 0.009], [0.005, -0.017, -0.006], [-0.005, 0.003, 0.001], [0.001, 0.001, 0.001], [-0.002, 0.003, 0.003], [-0.015, -0.019, -0.045], [0.000, -0.007, 0.001], [0.005, 0.005, 0.004], [0.006, 0.004, 0.009], [-0.012, -0.003, 0.005], [-0.007, -0.006, -0.004], [0.013, 0.020, -0.022], [-0.072, -0.065, 0.097], [0.193, -0.050, 0.038], [0.058, -0.013, -0.119], [-0.047, -0.363, 0.155], [-0.026, 0.060, 0.012], [-0.028, -0.013, 0.006], [-0.009, 0.019, 0.015], [0.043, -0.023, 0.001], [0.015, -0.034, 0.023], [0.021, -0.003, -0.022], [-0.002, 0.002, -0.003], [0.007, 0.001, -0.004], [-0.001, -0.002, 0.008], [0.001, 0.000, -0.002], [-0.002, 0.000, -0.002], [0.000, -0.001, -0.004], [-0.001, 0.000, -0.003], [0.000, -0.004, 0.003], [0.006, 0.002, -0.002], [-0.002, -0.003, 0.003], [-0.015, 0.034, 0.000], [0.013, -0.001, -0.012], [0.002, -0.004, 0.003], [-0.006, 0.000, -0.003], [0.002, 0.007, -0.002], [-0.002, 0.031, 0.007], [-0.008, 0.005, 0.006], [-0.007, -0.006, -0.004], [-0.009, 0.003, 0.005], [0.023, 0.108, -0.057], [0.044, 0.063, -0.189], [0.044, 0.035, 0.031], [-0.077, 0.121, 0.160], [0.008, -0.079, -0.033], [-0.027, -0.117, 0.135], [-0.011, 0.014, 0.006], [-0.007, 0.000, 0.000], [-0.013, -0.005, -0.015], [-0.013, -0.004, -0.007], [0.028, -0.005, 0.013], [-0.013, -0.014, -0.014]], "lowdin_charge": [-0.056, -0.202, 0.593, -0.298, -0.104, -0.086, -0.088, -0.110, -0.403, 1.124, -0.392, -0.146, -0.089, -0.094, -0.083, -0.121, -0.347, -0.085, -0.095, -0.105, -0.083, -0.094, -0.291, -0.098, -0.096, -0.089, -0.089, -0.365, 1.057, -0.345, -0.109, -0.094, -0.098, -0.068, -0.093, -0.325, -0.087, -0.087, -0.098, -0.077, -0.087, 0.024, 0.009, 0.030, 0.085, 0.098, 0.097, 0.109, 0.090, 0.102, 0.097, 0.101, 0.076, 0.094, 0.097, 0.094, 0.099, 0.081, 0.103, 0.098, 0.099, 0.107, 0.086, 0.102, 0.097, 0.106, 0.088, 0.104, 0.100, 0.097, 0.103, 0.073, -0.056, -0.564, -0.053, -0.076, -0.197, -0.098, -0.539, 0.925, -0.426, -0.203, -0.080, 0.001, -0.531, -0.079, -0.040, -0.058, 0.077, 0.086, 0.073, 0.078, 0.075, 0.088, 0.079, 0.084, 0.084, 0.087, 0.086, 0.078, 0.079, 0.083, 0.091, 0.055, 0.083, 0.092, 0.083, 0.001, 0.714, -0.663, -0.288, -0.647, 0.744, -0.703, 0.653, -0.715, 0.648, -0.703, 0.652]}

{"formula": "CH4ClN2S", "method": "ωB97M-V/def2-TZVPD", "total_charge": 1, "gap_ha": 0.353, "relative_energy_kj_mol": 114.5, "elements": ["C", "N", "N", "S", "Cl", "H", "H", "H", "H"], "coordinates": [[-0.8904, -0.8703, -0.5337], [-1.6419, -1.8893, -0.5398], [-0.2345, 0.0874, -0.4599], [1.7457, 1.7757, 1.3814], [1.4940, 3.4528, 0.2423], [-1.3977, -2.7256, -1.0608], [-2.4847, -1.8989, 0.0283], [2.9333, 1.4172, 0.8678], [0.4761, 0.6510, 0.0744]], "forces_ev_per_a": [[1.574, 1.883, 0.766], [-0.882, -1.137, -0.236], [-0.824, -0.854, -0.349], [-0.128, 0.339, -0.284], [0.050, -0.342, 0.229], [-0.025, 0.120, 0.015], [0.072, 0.020, -0.147], [0.040, -0.001, -0.023], [0.124, -0.029, 0.027]], "nbo_charge": [0.735, -0.777, -0.460, 0.053, -0.096, 0.469, 0.470, 0.160, 0.446]}

{"formula": "C4H8N2O2", "method": "ωB97M-V/def2-TZVPD", "total_charge": 0, "gap_ha": 0.340, "relative_energy_kj_mol": 777.9, "elements": ["C", "C", "C", "C", "N", "N", "O", "O", "H", "H", "H", "H", "H", "H", "H", "H"], "coordinates": [[-2.6843, -0.9454, 0.2013], [1.1243, 0.7750, -0.8758], [-0.2733, 0.4677, -0.3065], [-0.6709, -0.9703, -0.2982], [-3.3292, -0.1164, 1.1471], [-3.4085, 0.2899, -0.0315], [-3.9280, 1.0767, -0.7617], [-0.0994, -1.7399, 0.6642], [-3.0145, -1.9258, -0.2070], [1.4734, -0.0159, -1.5956], [1.8253, 0.8420, -0.1073], [1.2703, 1.7464, -1.5654], [-0.9951, 1.1010, -0.8215], [-0.5467, 0.9369, 0.6902], [-0.7475, -1.4707, -1.2022], [0.0623, -1.1528, 1.4972]], "forces_ev_per_a": [[4.281, -0.791, -4.111], [-0.065, 0.922, -2.955], [-0.809, 1.802, 0.119], [-4.011, 1.796, 3.192], [-0.985, 1.516, 2.010], [0.806, -2.816, 0.377], [-0.515, 1.257, -0.467], [1.239, 0.936, 2.353], [-0.573, 0.641, 0.791], [-0.462, 0.394, 0.866], [1.373, 0.084, 1.164], [-0.891, -1.853, 1.864], [-0.239, -0.563, -0.904], [1.219, -0.804, -0.366], [0.089, -0.951, -1.692], [-0.456, -1.572, -2.240]], "nbo_charge": [-0.046, -0.613, -0.507, 0.188, -0.241, 0.344, -0.367, -0.688, 0.174, 0.215, 0.209, 0.219, 0.239, 0.215, 0.179, 0.478]}

Summary of HOMO energy in eV
-11.0618, -4.4826, -13.6515, -8.5618
(order as listed above)